(1)
ORCA calculation (ωB97M-V with the def2-TZVPD basis set) on a 3-piece molecular cluster, C33H56BN4O14 overall.

charge: +1
highest occupied orbital energy: -11.009 eV
electronic energy: -2588.03015 hartree
max |F|: 2.51 eV/Å
lowest unoccupied orbital energy: -2.46 eV
multiplicity: 1

Each line ends with the Löwdin charge.
Element x y z (Å)
C: 3.793 -0.612 2.279  -0.056
C: 2.438 -1.286 2.280  -0.216
O: 1.397 -0.419 1.822  -0.088
C: 1.130 -0.581 0.462  -0.283
C: 0.113 -1.708 0.242  -0.021
C: -1.351 -1.257 -0.096  -0.345
C: -1.903 -0.789 1.260  -0.081
C: -3.215 0.030 1.287  -0.065
C: -4.338 -0.657 2.021  -0.510
O: -5.413 -0.826 1.546  0.156
O: -4.031 -1.079 3.294  0.071
N: -1.907 -2.566 -0.491  0.120
C: -3.126 -2.932 -0.299  -0.342
C: -3.364 -4.139 0.564  -0.010
C: -4.373 -2.340 -0.919  0.010
C: -1.318 -0.158 -1.226  -0.113
C: -1.947 -0.551 -2.565  -0.118
C: -3.259 0.237 -2.855  -0.083
C: -4.228 -0.459 -3.803  -0.512
N: -3.820 -1.561 -4.616  0.119
O: -5.350 -0.069 -3.875  0.126
C: 0.058 0.578 -1.414  -0.266
O: 0.824 -0.227 -2.265  -0.046
C: 2.125 0.230 -2.656  -0.113
C: 2.325 -0.092 -4.149  -0.365
C: 2.402 1.167 -5.033  -0.015
O: 3.553 -0.805 -4.312  -0.033
B: -0.411 1.957 -2.089  -0.581
N: -0.770 3.100 -1.248  0.200
O: -0.522 2.068 -3.430  0.210
N: 0.656 0.745 -0.037  0.102
C: 1.750 1.758 0.159  0.012
C: 1.598 2.644 1.421  -0.315
O: 2.363 2.457 2.318  0.168
C: 0.592 3.743 1.524  -0.183
C: -0.751 3.543 1.841  -0.046
C: -1.586 4.642 1.955  -0.067
C: -1.119 5.943 1.777  -0.059
C: 0.220 6.145 1.447  -0.056
C: 1.063 5.044 1.330  -0.028
H: 3.804 0.207 2.993  0.079
H: 4.078 -0.209 1.307  0.070
H: 4.569 -1.316 2.572  0.088
H: 2.221 -1.620 3.291  0.132
H: 2.479 -2.201 1.685  0.127
H: 2.047 -0.862 -0.054  0.154
H: 0.417 -2.351 -0.574  0.133
H: 0.037 -2.258 1.172  0.134
H: -1.145 -0.222 1.803  0.112
H: -2.049 -1.672 1.878  0.130
H: -3.608 0.343 0.326  0.103
H: -3.035 0.951 1.848  0.120
H: -4.165 -0.311 3.867  0.133
H: -4.109 -4.819 0.159  0.085
H: -3.600 -3.825 1.582  0.089
H: -2.426 -4.689 0.613  0.087
H: -4.641 -1.348 -0.569  0.066
H: -4.236 -2.377 -1.995  0.066
H: -5.222 -2.980 -0.704  0.092
H: -1.949 0.663 -0.860  0.119
H: -2.191 -1.604 -2.651  0.100
H: -1.305 -0.332 -3.411  0.104
H: -2.964 1.132 -3.408  0.123
H: -3.769 0.534 -1.946  0.110
H: -2.860 -1.473 -4.935  0.084
H: -3.855 -2.439 -4.110  0.083
H: 2.377 1.263 -2.413  0.130
H: 2.856 -0.397 -2.139  0.132
H: 1.561 -0.796 -4.466  0.150
H: 3.448 1.413 -5.186  0.087
H: 1.850 2.004 -4.613  0.069
H: 2.023 0.915 -6.020  0.088
H: 4.222 -0.424 -3.732  0.088
H: -1.579 3.538 -1.690  0.103
H: -0.038 3.801 -1.365  0.099
H: -0.138 1.319 -3.906  0.099
H: -0.107 1.019 0.590  0.159
H: 2.679 1.235 0.353  0.123
H: 1.933 2.397 -0.702  0.135
H: -1.096 2.527 1.991  0.097
H: -2.627 4.504 2.220  0.108
H: -1.758 6.806 1.888  0.109
H: 0.609 7.143 1.320  0.110
H: 2.107 5.210 1.097  0.121
C: 8.294 0.983 -4.544  -0.030
O: 8.554 2.101 -3.691  0.016
C: 7.772 2.179 -2.622  -0.627
O: 6.891 1.406 -2.329  0.098
O: 8.126 3.255 -1.925  0.013
C: 7.371 3.471 -0.734  -0.040
H: 9.000 1.049 -5.365  0.097
H: 8.451 0.048 -4.010  0.099
H: 7.280 1.028 -4.939  0.092
H: 7.491 2.637 -0.045  0.098
H: 6.318 3.621 -0.968  0.090
H: 7.767 4.373 -0.276  0.097
C: -2.234 -5.759 7.628  -0.036
O: -3.578 -5.374 7.332  0.011
C: -3.710 -4.623 6.243  -0.624
O: -2.816 -4.259 5.521  0.112
O: -5.002 -4.340 6.087  0.014
C: -5.284 -3.532 4.944  -0.039
H: -2.276 -6.361 8.531  0.095
H: -1.817 -6.355 6.818  0.097
H: -1.615 -4.882 7.810  0.097
H: -4.984 -4.041 4.029  0.091
H: -4.786 -2.572 5.021  0.071
H: -6.358 -3.374 4.923  0.100

***

(2)
ORCA calculation (ωB97M-V with the def2-TZVPD basis set) on a 4-piece molecular cluster, C33H56ClF9I2O6S overall.

highest occupied orbital energy: -9.304 eV
electronic energy: -4094.95703 hartree
max |F|: 0.74 eV/Å
lowest unoccupied orbital energy: -1.32 eV
multiplicity: 1

Each line ends with the Löwdin charge.
Element x y z (Å)
C: -6.795 -4.504 -1.529  -0.114
C: -5.685 -4.781 -2.548  -0.309
C: -5.780 -3.930 -3.821  -0.656
Cl: -6.210 -2.229 -3.417  0.780
C: -4.617 -4.044 -4.871  -0.707
I: -4.808 -6.107 -5.514  1.042
C: -4.997 -3.139 -6.059  -0.611
O: -5.723 -3.392 -6.955  0.138
O: -4.453 -1.924 -5.869  0.041
C: -3.250 -1.949 -5.041  -0.426
C: -3.491 -0.937 -3.922  -0.038
C: -2.112 -1.421 -5.942  -0.184
O: -2.154 0.005 -5.972  -0.037
C: -0.917 0.603 -6.164  -0.505
C: -0.113 0.782 -4.900  0.032
O: -0.593 0.987 -7.237  0.164
C: -3.159 -3.484 -4.649  -0.604
I: -1.886 -4.512 -6.160  1.110
S: -2.188 -4.028 -3.178  0.650
O: -0.825 -3.623 -3.339  -0.316
O: -2.563 -5.391 -2.978  -0.306
C: -2.660 -3.209 -1.527  -0.435
F: -3.932 -2.794 -1.519  0.079
F: -2.551 -4.219 -0.667  0.141
C: -1.690 -2.073 -1.031  -0.375
F: -0.667 -2.654 -0.403  0.177
F: -1.212 -1.347 -2.049  0.131
C: -2.384 -1.091 -0.045  -0.352
F: -3.332 -0.414 -0.709  0.156
F: -2.952 -1.807 0.933  0.183
C: -1.451 -0.029 0.607  -0.558
F: -0.950 0.777 -0.327  0.185
F: -0.448 -0.590 1.267  0.189
F: -2.175 0.689 1.454  0.197
H: -7.756 -4.312 -2.022  0.075
H: -6.926 -5.377 -0.882  0.078
H: -6.566 -3.641 -0.899  0.062
H: -4.711 -4.663 -2.073  0.070
H: -5.753 -5.825 -2.864  0.065
H: -6.658 -4.266 -4.385  0.088
H: -4.111 -0.149 -4.360  0.108
H: -4.025 -1.342 -3.072  0.011
H: -2.569 -0.469 -3.586  0.079
H: -1.140 -1.767 -5.565  0.106
H: -2.267 -1.781 -6.964  0.110
H: -0.444 1.709 -4.415  0.102
H: -0.279 -0.039 -4.197  0.068
H: 0.947 0.859 -5.145  0.095
C: -4.345 2.468 -2.271  -0.101
C: -4.691 2.642 -0.796  -0.265
C: -6.174 2.898 -0.536  -0.224
C: -6.722 4.181 -1.164  -0.228
C: -6.000 5.460 -0.743  -0.271
C: -6.075 5.738 0.754  -0.112
H: -4.569 3.364 -2.852  0.070
H: -3.281 2.253 -2.399  0.065
H: -4.908 1.637 -2.705  0.069
H: -4.091 3.452 -0.371  0.102
H: -4.397 1.739 -0.258  0.082
H: -6.346 2.914 0.544  0.102
H: -6.751 2.050 -0.919  0.110
H: -7.781 4.269 -0.902  0.109
H: -6.690 4.097 -2.254  0.101
H: -6.441 6.300 -1.286  0.104
H: -4.953 5.418 -1.055  0.097
H: -7.114 5.818 1.083  0.075
H: -5.574 6.674 1.006  0.069
H: -5.600 4.947 1.337  0.064
C: 5.687 -1.433 3.563  -0.110
C: 4.402 -1.560 2.751  -0.268
C: 4.487 -0.898 1.377  -0.227
C: 4.758 0.608 1.407  -0.227
C: 3.744 1.427 2.205  -0.267
C: 2.322 1.324 1.663  -0.115
H: 5.931 -0.388 3.764  0.044
H: 5.595 -1.936 4.527  0.071
H: 6.531 -1.878 3.032  0.078
H: 3.570 -1.135 3.319  0.098
H: 4.165 -2.618 2.614  0.104
H: 3.560 -1.093 0.831  0.099
H: 5.282 -1.380 0.799  0.110
H: 4.778 0.977 0.376  0.109
H: 5.758 0.793 1.810  0.098
H: 4.059 2.473 2.196  0.104
H: 3.756 1.118 3.254  0.097
H: 2.279 1.658 0.623  0.077
H: 1.636 1.944 2.242  0.073
H: 1.951 0.300 1.703  0.050
C: 6.617 1.434 6.952  -0.107
C: 7.596 2.309 6.177  -0.266
C: 8.495 1.521 5.226  -0.227
C: 9.403 0.491 5.903  -0.229
C: 10.339 1.062 6.966  -0.271
C: 11.320 2.096 6.423  -0.112
H: 7.134 0.716 7.590  0.066
H: 5.973 2.036 7.594  0.069
H: 5.975 0.871 6.269  0.065
H: 8.206 2.886 6.877  0.098
H: 7.034 3.042 5.592  0.104
H: 9.103 2.221 4.647  0.102
H: 7.864 0.999 4.499  0.094
H: 10.002 -0.002 5.130  0.109
H: 8.791 -0.295 6.353  0.100
H: 10.900 0.237 7.413  0.104
H: 9.756 1.504 7.779  0.098
H: 11.937 1.667 5.631  0.075
H: 11.987 2.455 7.208  0.068
H: 10.804 2.965 6.011  0.064